DFT (the ωB97M-V functional and the def2-TZVPD basis) results for C49H59AsCl2CsN4O4P as an isolated structure in a non-equilibrium geometry.

XYZ file:
```
121
Properties=species:S:1:pos:R:3
Cs -0.625 0.227 -0.376
N 2.680 -0.950 -2.639
C 2.609 -2.222 -3.352
C 1.411 -3.007 -2.831
C 1.757 -3.837 -1.598
C 0.527 -4.158 -0.760
N 0.079 -2.920 -0.134
H 3.551 -0.460 -2.798
H 2.593 -1.083 -1.634
H 3.517 -2.836 -3.237
H 2.500 -2.011 -4.420
H 0.980 -3.649 -3.605
H 0.641 -2.281 -2.558
H 2.442 -3.271 -0.955
H 2.287 -4.748 -1.895
H 0.761 -4.953 -0.037
H -0.276 -4.533 -1.404
H 0.812 -2.558 0.473
H -0.733 -3.074 0.453
O 2.936 -1.338 1.505
C 2.845 -0.156 1.099
O 1.869 0.317 0.456
C 3.992 0.793 1.429
C 5.193 0.206 1.823
C 6.307 0.970 2.118
C 6.213 2.352 2.034
C 5.017 2.942 1.663
C 3.878 2.191 1.350
P 2.254 2.973 0.774
C 2.871 3.065 -0.983
C 3.800 4.040 -1.337
C 4.279 4.154 -2.636
C 3.845 3.271 -3.611
C 2.949 2.269 -3.265
C 2.460 2.165 -1.971
C 2.488 4.673 1.425
C 2.718 4.818 2.797
C 2.721 6.066 3.400
C 2.476 7.206 2.644
C 2.216 7.077 1.289
C 2.216 5.825 0.686
H 5.215 -0.874 1.891
H 7.236 0.494 2.412
H 7.073 2.976 2.254
H 4.972 4.022 1.610
H 4.165 4.732 -0.588
H 4.991 4.935 -2.879
H 4.204 3.355 -4.630
H 2.607 1.553 -4.002
H 1.785 1.346 -1.753
H 2.893 3.936 3.403
H 2.907 6.147 4.464
H 2.474 8.183 3.113
H 2.000 7.955 0.691
H 1.981 5.728 -0.365
O 0.573 -1.979 2.994
H 0.247 -1.114 3.271
H 1.377 -1.784 2.474
O 0.384 1.136 3.089
H 0.964 0.775 2.401
H 0.227 2.025 2.746
Cl -1.456 3.023 -5.604
C -1.227 2.284 -3.995
Cl -0.399 0.730 -4.109
H -2.207 2.102 -3.569
H -0.642 2.951 -3.374
N -0.835 3.135 -1.008
C 0.036 3.743 -0.525
C -9.204 2.878 -1.966
C -7.955 2.048 -2.105
C -7.996 0.763 -2.621
C -6.850 -0.022 -2.748
C -7.047 -1.426 -3.266
C -5.603 0.494 -2.361
As -3.781 -0.295 -2.648
N -3.176 -0.827 -1.044
C -3.822 -1.278 0.050
C -3.065 -1.543 1.242
C -3.654 -2.038 2.388
C -5.023 -2.297 2.456
C -5.782 -2.042 1.323
C -5.210 -1.554 0.159
C -4.093 -1.882 -3.818
C -3.833 -3.221 -3.495
C -3.461 -3.681 -2.111
C -3.930 -4.194 -4.493
C -4.265 -3.890 -5.801
C -4.381 -4.963 -6.851
C -4.488 -2.556 -6.117
C -4.394 -1.559 -5.156
C -4.630 -0.131 -5.583
C -5.561 1.781 -1.789
C -4.309 2.393 -1.205
C -6.728 2.532 -1.681
H -10.050 2.402 -2.465
H -9.070 3.871 -2.400
H -9.471 3.016 -0.915
H -8.951 0.345 -2.926
H -8.085 -1.729 -3.119
H -6.405 -2.140 -2.751
H -6.819 -1.512 -4.330
H -1.992 -1.367 1.276
H -3.022 -2.227 3.250
H -5.475 -2.684 3.361
H -6.852 -2.232 1.336
H -5.843 -1.374 -0.698
H -2.590 -3.144 -1.735
H -3.254 -4.753 -2.117
H -4.262 -3.490 -1.395
H -3.732 -5.229 -4.225
H -4.058 -5.929 -6.461
H -3.769 -4.730 -7.725
H -5.413 -5.069 -7.196
H -4.735 -2.281 -7.139
H -4.897 -0.088 -6.641
H -3.734 0.476 -5.431
H -5.432 0.341 -5.011
H -3.391 1.878 -1.472
H -4.365 2.353 -0.114
H -4.205 3.440 -1.493
H -6.667 3.524 -1.242
```

Summary:
orbital gap: 5.7 eV
lowest unoccupied orbital energy: 3.68 eV
energy: -161644.969 eV
relative energy (zero: lowest compared OMol25 entry of this formula, charge and spin): 0.538 eV
charge: -2

---

DFT (the ωB97M-V functional and the def2-TZVPD basis) results for C49H59Br2IN4O2ScSi as an isolated structure in a non-equilibrium geometry.

XYZ file:
```
119
Properties=species:S:1:pos:R:3
Sc 0.097 0.362 -0.191
C 4.694 1.207 -3.865
C 3.762 2.392 -4.092
C 2.394 2.120 -3.471
C 1.238 1.870 -4.150
C 0.919 1.849 -5.633
C 0.763 0.360 -6.088
C 0.232 1.606 -3.154
C -1.112 1.332 -3.434
C -2.043 1.130 -2.409
C -3.433 1.163 -2.664
C -4.085 1.419 -4.030
C -3.930 2.876 -4.516
C -4.131 0.923 -1.480
C -3.076 0.761 -0.496
C -3.352 0.561 0.869
C -2.404 0.805 1.900
N -1.047 0.943 1.713
C -0.452 1.154 2.940
C 0.892 1.414 3.310
C 1.848 1.446 2.291
N 1.598 1.531 0.953
C 2.822 1.911 0.340
C 3.069 2.196 -1.039
C 2.132 2.033 -2.074
N 0.798 1.679 -1.869
C 3.843 1.814 1.319
C 3.244 1.599 2.533
C 3.872 1.566 3.929
C 4.073 0.146 4.519
C 5.345 1.942 1.049
C 5.866 3.372 1.131
C -1.531 1.152 3.949
C -2.745 0.968 3.296
C -4.131 0.830 3.883
C -5.148 1.878 3.398
C -1.333 1.170 5.468
C -1.282 2.633 5.918
N -1.807 0.947 -1.047
C -5.639 1.019 -1.236
C -6.436 -0.304 -1.351
H 5.694 1.360 -4.288
H 4.810 1.051 -2.778
H 4.251 0.249 -4.293
H 4.126 3.334 -3.605
H 3.693 2.567 -5.190
H 0.010 2.429 -5.689
H 1.760 2.253 -6.182
H -0.041 -0.116 -5.513
H 0.550 0.346 -7.173
H 1.650 -0.246 -5.908
H -1.486 1.372 -4.465
H -3.683 0.686 -4.741
H -5.140 1.177 -3.942
H -2.834 3.110 -4.645
H -4.404 3.099 -5.471
H -4.289 3.567 -3.802
H -4.320 0.153 1.117
H 1.183 1.504 4.342
H 4.102 2.512 -1.323
H 4.884 1.994 3.940
H 3.233 2.155 4.587
H 4.691 -0.459 3.857
H 4.463 0.186 5.544
H 3.098 -0.365 4.551
H 5.911 1.325 1.741
H 5.575 1.500 0.020
H 5.515 3.787 2.073
H 6.967 3.426 1.125
H 5.442 3.970 0.300
H -4.365 -0.203 3.617
H -4.075 0.864 4.983
H -5.524 1.658 2.363
H -6.032 1.922 4.057
H -4.718 2.915 3.349
H -2.114 0.600 5.990
H -0.408 0.645 5.704
H -2.185 3.151 5.619
H -1.147 2.779 6.960
H -0.478 3.100 5.372
H -5.809 1.419 -0.213
H -6.021 1.804 -1.911
H -5.943 -0.997 -0.627
H -7.501 -0.199 -1.054
H -6.382 -0.756 -2.335
Br -3.030 -2.558 -4.297
C -3.778 -3.983 -3.135
Br -3.935 -3.721 -1.178
H -3.132 -4.821 -3.255
H -4.784 -4.120 -3.473
C 0.654 -2.270 5.246
Si 0.426 -3.317 3.683
C -1.055 -4.497 3.931
C 1.956 -4.346 3.467
C 0.109 -2.200 2.287
C -0.089 -1.443 1.326
H 1.612 -2.479 5.809
H -0.190 -2.422 5.952
H 0.672 -1.200 5.003
H -1.180 -4.883 4.917
H -0.945 -5.347 3.228
H -1.929 -3.976 3.618
H 2.107 -5.061 4.329
H 2.843 -3.703 3.383
H 2.002 -5.051 2.609
I 2.779 -7.191 -4.270
C 2.208 -5.394 -3.338
C 3.195 -4.652 -2.684
C 2.852 -3.466 -2.078
C 1.532 -2.946 -2.206
C 0.507 -3.708 -2.891
C 0.864 -4.925 -3.412
C 1.157 -1.655 -1.465
O 2.048 -0.985 -0.888
O -0.067 -1.351 -1.550
H 4.239 -4.973 -2.669
H 3.631 -2.914 -1.541
H -0.503 -3.351 -2.960
H 0.128 -5.491 -3.976
```

Summary:
orbital gap: 5.6 eV
lowest unoccupied orbital energy: 1.53 eV
energy: -238595.781 eV
charge: -1

---

DFT (the ωB97M-V functional and the def2-TZVPD basis) results for C49H60GeN3O6PRbS as an isolated structure in a non-equilibrium geometry.

XYZ file:
```
122
Properties=species:S:1:pos:R:3
Rb 12.527 16.479 15.446
O 16.929 16.877 17.401
C 15.753 16.501 17.213
N 15.291 15.744 16.223
C 16.356 15.242 15.374
C 15.911 15.194 13.936
C 16.232 14.163 13.051
C 15.828 14.263 11.714
C 15.088 15.353 11.330
C 14.836 16.361 12.264
N 15.209 16.255 13.530
C 14.818 16.944 18.310
C 15.339 17.615 19.441
C 14.515 18.102 20.404
C 13.158 18.023 20.227
C 12.668 17.361 19.103
N 13.475 16.820 18.184
H 16.537 14.180 15.706
H 17.261 15.860 15.502
H 16.763 13.250 13.375
H 16.135 13.504 10.982
H 14.684 15.418 10.315
H 14.306 17.238 11.957
H 16.430 17.755 19.438
H 14.944 18.548 21.320
H 12.446 18.369 20.976
H 11.606 17.271 18.917
O 10.304 14.775 13.403
H 10.038 15.666 13.112
H 10.162 14.744 14.388
O 8.207 22.603 21.570
C 7.357 21.920 20.775
O 6.152 21.995 20.945
C 7.937 21.034 19.696
C 9.269 20.659 19.628
C 9.717 19.784 18.627
C 8.807 19.259 17.685
S 9.323 18.172 16.488
C 7.447 19.685 17.752
C 7.036 20.586 18.702
H 9.133 22.596 21.298
H 9.983 20.980 20.403
H 10.788 19.559 18.530
H 6.770 19.338 16.980
H 5.986 20.944 18.747
C 11.227 12.319 8.145
C 10.149 12.982 9.008
C 10.510 12.978 10.504
C 11.796 13.717 10.847
Ge 12.283 13.905 12.810
C 11.885 12.042 13.463
C 12.848 11.046 12.815
C 12.880 9.635 13.479
C 14.039 8.773 12.987
H 10.971 12.266 7.098
H 11.349 11.266 8.487
H 12.191 12.838 8.252
H 9.208 12.420 8.939
H 9.945 13.998 8.659
H 10.661 11.918 10.820
H 9.665 13.386 11.053
H 11.745 14.743 10.436
H 12.653 13.224 10.388
H 11.483 13.654 16.023
H 10.839 11.781 13.207
H 11.937 11.996 14.548
H 13.885 11.416 12.846
H 12.617 10.927 11.751
H 11.961 9.094 13.255
H 12.908 9.737 14.573
H 13.986 8.733 11.879
H 14.020 7.750 13.401
H 15.012 9.210 13.271
C 9.556 14.903 18.010
C 9.818 13.735 17.083
C 8.560 13.189 16.398
C 10.603 12.647 17.808
O 10.692 14.225 15.994
H 9.093 14.479 18.889
H 8.927 15.641 17.551
H 10.484 15.357 18.340
H 7.885 12.903 17.197
H 8.812 12.274 15.831
H 8.062 13.908 15.752
H 10.011 12.370 18.691
H 11.546 13.057 18.134
H 10.743 11.763 17.198
O 11.810 18.353 13.340
P 11.177 19.694 13.489
C 11.605 20.932 12.292
C 10.685 21.856 11.763
C 11.116 22.964 11.043
C 12.464 23.142 10.837
C 13.405 22.231 11.262
C 12.982 21.140 11.994
C 11.782 20.370 15.022
C 11.193 21.470 15.682
C 11.658 21.840 16.941
C 12.930 21.447 17.340
C 13.686 20.591 16.523
C 13.077 20.057 15.391
C 9.374 19.534 13.359
C 8.959 18.734 12.296
C 7.613 18.540 11.970
C 6.629 19.170 12.682
C 6.997 20.026 13.742
C 8.338 20.180 14.069
H 9.606 21.759 11.967
H 10.411 23.698 10.630
H 12.766 24.073 10.364
H 14.471 22.365 11.027
H 13.760 20.457 12.356
H 10.393 22.031 15.199
H 10.995 22.359 17.662
H 13.313 21.745 18.338
H 14.730 20.323 16.756
H 13.683 19.514 14.674
H 9.713 18.247 11.665
H 7.376 17.860 11.154
H 5.566 19.032 12.463
H 6.207 20.542 14.324
H 8.625 20.798 14.931
```

Summary:
orbital gap: 6.2 eV
lowest unoccupied orbital energy: 1.92 eV
energy: -145840.996 eV
relative energy (zero: lowest compared OMol25 entry of this formula, charge and spin): 0.346 eV
charge: -1

---

DFT (the ωB97M-V functional and the def2-TZVPD basis) results for a 3-piece molecular cluster, C49H61NO11P overall in a non-equilibrium geometry.

XYZ file:
```
123
Properties=species:S:1:pos:R:3
C 3.141 -0.503 3.420
C 3.521 -1.973 3.257
C 3.981 -2.288 1.837
O 4.028 -3.676 1.587
C 2.963 -4.345 0.866
C 3.290 -4.243 -0.629
N 3.287 -2.850 -1.076
C 4.280 -2.454 -2.058
O 2.973 -5.657 1.217
P 2.139 -5.968 2.758
C 0.930 -7.188 1.948
C -0.522 -6.790 1.950
O -1.373 -7.993 2.009
C -2.654 -7.739 2.343
C -3.459 -7.010 1.281
O -3.136 -8.104 3.366
O 1.236 -6.173 4.214
C 1.223 -5.161 5.177
C -0.199 -4.892 5.650
O 1.114 -4.569 2.343
C 1.553 -3.808 1.264
C 0.528 -3.883 0.129
C -0.880 -3.436 0.528
C -0.922 -2.045 1.159
C -2.280 -1.680 1.751
C -3.434 -1.575 0.742
C -3.081 -1.069 -0.660
C -2.458 0.327 -0.763
O -3.001 1.256 0.163
C -2.099 1.779 1.113
H 4.023 0.146 3.428
H 2.486 -0.176 2.605
H 2.607 -0.332 4.357
H 2.680 -2.625 3.504
H 4.323 -2.230 3.956
H 5.003 -1.917 1.678
H 3.353 -1.772 1.106
H 2.590 -4.859 -1.203
H 4.286 -4.679 -0.743
H 2.384 -2.654 -1.484
H 3.896 -1.582 -2.593
H 4.533 -3.215 -2.812
H 5.213 -2.158 -1.567
H 3.031 -7.063 3.011
H 3.026 -5.066 3.422
H 1.042 -8.113 2.518
H 1.272 -7.375 0.926
H -0.755 -6.164 2.812
H -0.791 -6.258 1.034
H -3.984 -6.171 1.739
H -4.213 -7.701 0.897
H -2.838 -6.663 0.459
H 1.662 -4.240 4.773
H 1.847 -5.466 6.032
H -0.538 -5.655 6.354
H -0.873 -4.923 4.790
H -0.283 -3.911 6.127
H 1.632 -2.759 1.561
H 0.505 -4.913 -0.243
H 0.843 -3.244 -0.702
H -1.346 -4.159 1.204
H -1.487 -3.429 -0.386
H -0.622 -1.301 0.410
H -0.178 -1.994 1.957
H -2.200 -0.748 2.318
H -2.526 -2.454 2.488
H -4.199 -0.908 1.150
H -3.907 -2.556 0.631
H -2.396 -1.765 -1.155
H -4.001 -1.073 -1.254
H -2.656 0.719 -1.769
H -1.370 0.287 -0.659
H -1.704 2.743 0.765
H -1.258 1.105 1.303
H -2.624 1.945 2.055
C -2.223 3.780 -4.022
C -1.512 4.864 -4.526
C -0.188 5.054 -4.168
C 0.431 4.162 -3.300
C -0.284 3.079 -2.790
C -1.611 2.889 -3.157
C 0.344 2.114 -1.839
O -0.279 1.167 -1.409
C 1.755 2.371 -1.435
C 2.349 1.523 -0.511
C 3.655 1.739 -0.108
C 4.382 2.798 -0.640
C 3.797 3.647 -1.566
C 2.479 3.442 -1.962
C 1.863 4.386 -2.935
O 2.492 5.308 -3.411
H -3.257 3.632 -4.306
H -1.994 5.562 -5.198
H 0.384 5.889 -4.551
H -2.146 2.041 -2.751
H 1.777 0.698 -0.106
H 4.103 1.076 0.621
H 5.405 2.962 -0.328
H 4.343 4.479 -1.989
C -0.165 10.328 -2.563
C 0.751 9.485 -1.942
C 0.410 8.173 -1.664
C -0.852 7.697 -2.001
C -1.774 8.544 -2.616
C -1.424 9.860 -2.899
C -3.144 8.070 -2.971
O -3.938 8.806 -3.518
C -3.496 6.664 -2.627
C -4.777 6.203 -2.909
C -5.126 4.898 -2.605
C -4.196 4.042 -2.024
C -2.919 4.497 -1.742
C -2.564 5.808 -2.035
C -1.188 6.273 -1.700
O -0.371 5.529 -1.204
H 0.105 11.352 -2.783
H 1.733 9.855 -1.676
H 1.108 7.498 -1.186
H -2.152 10.499 -3.380
H -5.484 6.883 -3.365
H -6.125 4.543 -2.820
H -4.463 3.022 -1.780
H -2.190 3.837 -1.291
```

Summary:
orbital gap: 4.6 eV
lowest unoccupied orbital energy: -0.11 eV
energy: -85104.360 eV
charge: -1